C6H11AgF6N5O12S6 | ωB97M-V/def2-TZVPD

- net charge = -1
- molar mass (g mol⁻¹) = 759.44
- relative energy (zero: lowest compared OMol25 entry of this formula, charge and spin) (eV) = 0.000
- Kohn-Sham gap (Eh) = 0.3291
- LUMO (eV) = 1.341

```
47
C6H11AgF6N5O12S6 (ωB97M-V/def2-TZVPD)
Ag 1.15 -0.38 -1.51
C 0.63 -0.96 1.50
C 0.21 -0.61 2.91
N -0.93 0.31 2.76
C -0.80 1.62 2.38
C -2.03 2.14 2.24
N -2.91 1.10 2.47
C -2.22 -0.02 2.71
C -4.37 1.21 2.51
H 0.64 -0.09 0.85
H 0.11 -1.71 0.92
H 1.72 -1.10 1.45
H 0.91 -0.20 3.63
H -0.12 -1.51 3.44
H 0.17 2.09 2.35
H -2.42 3.13 2.07
H -2.65 -0.98 2.92
H -4.65 1.84 1.67
H -4.58 1.71 3.46
H -4.87 0.25 2.51
N 3.23 0.47 -0.92
S 4.84 0.18 -1.39
O 5.71 -0.68 -0.61
O 5.48 1.26 -2.09
F 4.41 -0.86 -2.52
S 3.59 1.25 0.38
O 4.24 2.52 0.23
O 3.90 0.47 1.55
F 2.06 1.74 0.71
N -0.90 0.88 -1.46
S -2.50 0.60 -1.45
O -2.95 -0.43 -2.33
O -3.36 1.76 -1.23
F -2.45 -0.12 0.01
S -0.73 2.39 -1.75
O -0.92 3.18 -0.56
O -1.14 2.91 -3.02
F 0.88 2.33 -1.92
N 0.84 -2.52 -2.08
S -0.17 -3.64 -1.83
O 0.34 -4.82 -1.17
O -1.20 -3.97 -2.79
F -1.03 -2.85 -0.70
S 0.97 -2.60 -3.76
O 0.13 -1.73 -4.56
O 1.46 -3.84 -4.28
F 2.26 -1.69 -3.73
```

Which charges does Mulliken predict for the atoms? In e, they are: Ag 1.14; C -0.20; C -0.75; N 0.13; C -0.49; C -0.54; N 0.21; C -0.12; C -0.90; H -0.48; H 0.36; H 0.47; H 0.34; H 0.35; H 0.55; H 0.48; H 0.41; H 0.31; H 0.38; H 0.32; N -0.02; S 0.86; O -0.59; O -0.56; F -0.22; S 1.02; O -0.62; O -0.62; F -0.25; N -0.04; S 0.88; O -0.60; O -0.60; F -0.19; S 0.80; O -0.57; O -0.58; F -0.28; N 0.05; S 0.91; O -0.67; O -0.61; F -0.28; S 1.13; O -0.55; O -0.59; F -0.18